# 1
One molecule with the formula C3H6N2S2 in a non-equilibrium geometry. Source: OMol25; level of theory: ωB97M-V/def2-TZVPD.

Structure (XYZ):
```
13
Properties=species:S:1:pos:R:3:mulliken_charge:R:1
C 0.53 1.65 0.32 -1.070
C 1.25 0.26 0.12 0.342
S 2.82 0.05 -0.20 -0.248
S 0.13 -1.17 0.02 -0.135
C -1.52 -0.60 0.42 -0.207
N -2.23 0.08 -0.40 -0.096
N -3.49 0.51 -0.19 -0.453
H 1.31 2.43 0.42 0.326
H -0.08 1.81 -0.58 0.325
H -0.19 1.67 1.13 0.315
H -1.89 -0.97 1.43 0.417
H -4.09 0.16 0.54 0.227
H -3.91 0.74 -1.14 0.258
```

Output
**SMILES string**: CC(=S)S/C=N/N
**Energy above the lowest of the compared OMol25 structures with the same formula, charge and spin**: 50.5 kcal per mole
**Molecular weight**: 134.23 Da
**Strongest force on any atom**: 2.4 eV/Å
**Kohn-Sham gap**: 8.6 eV

# 2
One molecule with the formula CH4N2S in a non-equilibrium geometry. Source: OMol25; level of theory: ωB97M-V/def2-TZVPD.

Structure (XYZ):
```
8
Properties=species:S:1:pos:R:3:mulliken_charge:R:1
N -0.90 0.75 -0.32 -0.577
C 0.14 -0.14 -0.55 0.363
N 0.28 -0.92 0.49 -0.493
S 1.40 0.04 -1.73 -0.402
H -0.75 1.96 -0.37 0.332
H -1.11 0.68 0.72 0.224
H -0.28 -1.09 1.55 0.338
H 1.22 -1.28 0.21 0.214
```

Output
**SMILES string**: NC(N)=S
**Energy above the lowest of the compared OMol25 structures with the same formula, charge and spin**: 57.3 kcal per mole
**Molecular weight**: 76.12 Da
**Strongest force on any atom**: 5.4 eV/Å
**Kohn-Sham gap**: 8.5 eV

# 3
C11H24BrCuN3NbO as an isolated structure in a non-equilibrium geometry. Source: OMol25; level of theory: ωB97M-V/def2-TZVPD.

Structure (XYZ):
```
42
Properties=species:S:1:pos:R:3:mulliken_charge:R:1
N 1.69 -0.38 0.16 -0.493
C 2.80 -0.76 -0.21 0.893
O 3.99 -0.98 0.13 -0.422
Cu 3.65 -1.45 -1.69 0.353
Nb -0.19 0.09 -0.08 0.815
N -0.67 -1.59 -1.01 0.383
N -0.16 1.77 -1.15 0.061
C -0.26 -3.00 -1.26 0.825
C 0.29 3.09 -0.68 1.315
C 0.72 -3.09 -2.42 -0.108
C -1.46 -3.89 -1.62 -1.836
C 0.36 -3.51 0.05 -1.289
C 0.39 4.10 -1.82 -1.775
C -0.72 3.67 0.33 -1.331
C 1.65 2.91 0.00 -1.588
H 0.26 -2.71 -3.34 0.409
H 0.99 -4.15 -2.57 0.506
H 1.66 -2.55 -2.24 -0.910
H -2.19 -3.94 -0.80 0.456
H -1.09 -4.91 -1.78 0.458
H -1.95 -3.55 -2.54 0.445
H 1.25 -2.93 0.33 0.223
H 0.65 -4.57 -0.08 0.426
H -0.38 -3.44 0.86 0.344
H 1.04 3.73 -2.62 0.421
H 0.80 5.04 -1.42 0.460
H -0.60 4.33 -2.23 0.441
H -1.69 3.81 -0.16 0.353
H -0.35 4.66 0.64 0.432
H -0.83 3.05 1.22 0.290
H 1.61 2.22 0.87 0.366
H 1.99 3.89 0.36 0.481
H 2.38 2.52 -0.72 0.313
C -1.14 1.76 -2.25 -1.082
H -1.36 0.72 -2.55 0.358
H -2.06 2.31 -1.98 0.388
H -0.69 2.25 -3.13 0.379
C -2.12 -1.26 -0.95 -0.896
H -2.66 -1.97 -0.30 0.431
H -2.32 -0.22 -0.54 0.470
H -2.56 -1.30 -1.96 0.459
Br -0.71 0.37 2.29 -0.224
```

Output
**Total charge**: +2
**Energy above the lowest of the compared OMol25 structures with the same formula, charge and spin**: 40.9 kcal per mole
**Molecular weight**: 450.69 Da
**Strongest force on any atom**: 6.7 eV/Å
**Kohn-Sham gap (alpha / beta)**: 6.5 / 6.5 eV

# 4
C10H29GaNO7P2S as an isolated structure in a non-equilibrium geometry. Source: OMol25; level of theory: ωB97M-V/def2-TZVPD.

Structure (XYZ):
```
51
Properties=species:S:1:pos:R:3:mulliken_charge:R:1
C -4.61 2.40 -0.17 -0.759
C -4.28 1.00 0.69 -0.048
O -5.28 0.01 0.20 -0.402
C -4.65 -1.28 -0.12 -0.290
Ga -3.63 -1.34 -1.91 -0.097
N -2.64 -3.05 -1.91 -0.567
C -4.82 -1.39 -3.60 -0.298
O -6.11 -0.68 -3.49 -0.408
O -6.03 0.37 -2.72 -0.141
P -1.97 0.33 -2.14 0.160
S -0.36 -0.50 -2.96 -0.505
H -3.92 3.29 0.14 0.314
H -4.55 2.12 -1.31 0.110
H -5.75 2.63 0.07 0.250
H -4.48 1.28 1.82 0.247
H -3.18 0.62 0.52 -0.023
H -5.52 -2.09 -0.18 0.225
H -3.91 -1.64 0.73 0.227
H -2.15 -3.08 -2.83 0.202
H -3.41 -3.77 -1.98 0.176
H -4.19 -0.92 -4.49 0.200
H -5.05 -2.52 -3.91 0.185
H -6.87 0.30 -2.13 0.284
H -2.42 1.40 -3.02 0.066
H -1.52 0.86 -0.87 -0.027
O 3.03 1.95 0.30 -0.647
P 3.67 0.58 0.65 1.058
O 2.25 -0.13 1.09 -0.340
C 1.36 -0.53 0.07 -0.170
C 1.74 -1.90 -0.46 -1.008
O 4.14 1.04 2.18 -0.344
C 4.75 2.31 2.36 -0.251
C 3.79 3.24 3.08 -1.258
O 4.39 -0.95 1.03 -0.287
C 5.81 -0.98 1.06 -0.264
C 6.27 -1.29 2.47 -1.101
H 1.34 0.21 -0.74 0.253
H 0.35 -0.57 0.50 0.169
H 2.71 -1.86 -0.97 0.258
H 0.99 -2.26 -1.17 0.345
H 1.83 -2.62 0.36 0.274
H 5.09 2.74 1.41 0.356
H 5.65 2.16 2.98 0.335
H 2.87 3.37 2.51 0.289
H 4.24 4.22 3.24 0.393
H 3.50 2.81 4.05 0.296
H 6.23 -0.03 0.71 0.283
H 6.14 -1.77 0.38 0.374
H 6.01 -0.48 3.16 0.215
H 7.36 -1.43 2.50 0.371
H 5.79 -2.20 2.85 0.319
```

Output
**Total charge**: -1
**Molecular weight**: 439.08 Da
**Strongest force on any atom**: 9.8 eV/Å
**Kohn-Sham gap**: 4.4 eV

Copy entry 3 word for word.
C11H24BrCuN3NbO as an isolated structure in a non-equilibrium geometry. Source: OMol25; level of theory: ωB97M-V/def2-TZVPD.

Structure (XYZ):
```
42
Properties=species:S:1:pos:R:3:mulliken_charge:R:1
N 1.69 -0.38 0.16 -0.493
C 2.80 -0.76 -0.21 0.893
O 3.99 -0.98 0.13 -0.422
Cu 3.65 -1.45 -1.69 0.353
Nb -0.19 0.09 -0.08 0.815
N -0.67 -1.59 -1.01 0.383
N -0.16 1.77 -1.15 0.061
C -0.26 -3.00 -1.26 0.825
C 0.29 3.09 -0.68 1.315
C 0.72 -3.09 -2.42 -0.108
C -1.46 -3.89 -1.62 -1.836
C 0.36 -3.51 0.05 -1.289
C 0.39 4.10 -1.82 -1.775
C -0.72 3.67 0.33 -1.331
C 1.65 2.91 0.00 -1.588
H 0.26 -2.71 -3.34 0.409
H 0.99 -4.15 -2.57 0.506
H 1.66 -2.55 -2.24 -0.910
H -2.19 -3.94 -0.80 0.456
H -1.09 -4.91 -1.78 0.458
H -1.95 -3.55 -2.54 0.445
H 1.25 -2.93 0.33 0.223
H 0.65 -4.57 -0.08 0.426
H -0.38 -3.44 0.86 0.344
H 1.04 3.73 -2.62 0.421
H 0.80 5.04 -1.42 0.460
H -0.60 4.33 -2.23 0.441
H -1.69 3.81 -0.16 0.353
H -0.35 4.66 0.64 0.432
H -0.83 3.05 1.22 0.290
H 1.61 2.22 0.87 0.366
H 1.99 3.89 0.36 0.481
H 2.38 2.52 -0.72 0.313
C -1.14 1.76 -2.25 -1.082
H -1.36 0.72 -2.55 0.358
H -2.06 2.31 -1.98 0.388
H -0.69 2.25 -3.13 0.379
C -2.12 -1.26 -0.95 -0.896
H -2.66 -1.97 -0.30 0.431
H -2.32 -0.22 -0.54 0.470
H -2.56 -1.30 -1.96 0.459
Br -0.71 0.37 2.29 -0.224
```

Output
**Total charge**: +2
**Energy above the lowest of the compared OMol25 structures with the same formula, charge and spin**: 40.9 kcal per mole
**Molecular weight**: 450.69 Da
**Strongest force on any atom**: 6.7 eV/Å
**Kohn-Sham gap (alpha / beta)**: 6.5 / 6.5 eV